115
Properties=species:S:1:pos:R:3:forces:R:3:lowdin_charge:R:1 method="wB97M-V/def2-TZVPD" total_charge=-1 homo_lumo_gap_ev=6.05 homo_energy_ev=-4.556 lumo_energy_ha=0.0549 de_lowest_kcal_mol=0.00
C -2.3847 4.0096 1.9992 -0.101 -0.298 0.251 -0.152
C -1.1439 3.1981 1.7212 -0.708 0.150 -0.158 -0.739
Cl -1.6089 1.8707 0.6329 0.077 -0.341 -0.256 0.667
C -0.0550 4.0874 1.1777 0.850 -0.035 0.310 -0.244
N 1.2217 3.5276 0.7747 0.030 -0.764 -0.452 -0.098
C 1.6880 2.4915 1.6937 -0.076 0.502 0.518 -0.199
C 3.1964 2.3727 1.7859 0.563 -0.468 0.116 -0.194
C 3.7245 0.9365 1.9039 0.060 0.474 0.530 -0.188
C 4.0273 0.5271 3.3498 -0.458 -0.682 -0.178 -0.200
C 3.7365 -0.9707 3.6163 -0.473 1.274 -0.409 -0.214
C 2.2612 -1.2491 3.8830 0.287 -0.591 0.339 -0.204
C 1.7630 -2.6264 3.4337 0.012 0.465 -0.417 -0.203
C 1.5602 -2.8361 1.9278 -0.365 0.451 0.165 -0.245
C 0.0908 -2.9419 1.5869 0.262 -0.633 0.025 -0.227
C -0.1293 -3.2567 0.1204 -0.467 -0.051 0.332 -0.197
C -1.5740 -3.0372 -0.3400 0.497 -0.421 0.015 -0.153
C -2.2771 -4.3176 -0.8116 0.164 1.102 0.775 -0.127
N -3.0196 -4.9487 0.2586 0.194 0.095 -1.231 -0.105
C -4.3702 -4.9576 0.3389 -0.291 0.782 -1.117 -0.148
C -4.7319 -5.5841 1.4554 -0.748 -0.964 1.568 -0.139
C -3.5566 -6.0132 2.0924 -0.915 -0.430 0.882 -0.099
C -2.5393 -5.6081 1.3251 1.770 -0.159 0.166 -0.125
C 1.2734 3.1441 -0.6665 0.126 0.868 0.128 -0.228
C 1.8882 4.3075 -1.4746 -0.495 0.182 0.631 -0.104
C 3.3453 4.5525 -1.3362 0.769 -0.737 -0.698 -0.282
O 4.1479 4.1384 -2.1475 0.013 0.619 -0.103 0.015
C 1.9084 1.7710 -0.9420 -1.384 -0.999 -0.114 -0.712
O 1.0665 0.8535 -1.1305 0.011 0.117 -0.001 -0.081
O 3.1292 1.6769 -0.9255 1.396 0.162 -0.093 -0.004
H -3.0836 3.3905 2.5359 -0.374 -0.225 0.297 0.064
H -2.8796 4.2956 1.0870 -0.035 0.423 -0.402 0.067
H -2.1440 4.8567 2.6264 0.020 0.442 0.052 0.075
H -0.8741 2.7402 2.6525 0.524 -0.391 0.331 0.084
H 0.1645 4.7673 1.9981 -0.042 0.337 0.348 0.117
H -0.4674 4.7043 0.3957 -0.085 0.172 -0.565 0.120
H 1.3711 2.8062 2.6819 -0.352 0.144 0.349 0.110
H 1.2209 1.5211 1.5474 -0.149 -0.306 -0.444 0.107
H 3.5103 2.8934 2.6794 0.260 0.430 0.313 0.084
H 3.6752 2.8480 0.9504 0.007 0.198 -0.392 0.082
H 4.6325 0.8552 1.3269 0.213 -0.176 -0.364 0.109
H 3.0098 0.2513 1.4830 -0.352 -0.320 -0.404 0.092
H 5.0678 0.7152 3.5701 0.378 0.267 0.177 0.097
H 3.4237 1.1464 4.0048 -0.095 0.093 0.453 0.099
H 4.3531 -1.2928 4.4422 0.187 -0.505 0.183 0.101
H 3.9928 -1.4764 2.7045 0.518 -0.497 -0.300 0.041
H 2.1004 -1.1972 4.9538 -0.115 0.152 0.404 0.101
H 1.6339 -0.4768 3.4632 -0.223 0.315 -0.431 0.106
H 2.4028 -3.4160 3.8045 0.303 -0.151 0.385 0.097
H 0.7885 -2.7539 3.8834 -0.316 -0.281 0.375 0.095
H 1.9698 -2.0421 1.3160 0.405 0.382 -0.012 0.109
H 2.0378 -3.7442 1.6063 0.255 -0.436 -0.164 0.056
H -0.4469 -2.0636 1.9168 -0.160 0.436 -0.065 0.119
H -0.2887 -3.7815 2.1625 -0.425 -0.101 0.297 0.099
H 0.1172 -4.3062 -0.0201 0.274 -0.245 -0.146 0.100
H 0.5627 -2.6808 -0.4634 0.321 0.395 -0.462 0.109
H -2.1220 -2.6420 0.4961 -0.505 0.296 0.292 0.108
H -1.6038 -2.2970 -1.1232 -0.004 0.276 -0.328 0.109
H -1.5307 -4.9841 -1.2104 0.029 -0.464 -0.387 0.116
H -2.9956 -4.0099 -1.5478 -0.345 -0.332 -0.559 0.111
H -5.0104 -4.5247 -0.3902 -0.036 0.371 -0.582 0.081
H -5.7209 -5.7320 1.8100 -0.558 -0.060 0.130 0.049
H -3.4827 -6.5411 3.0129 0.072 -0.288 0.439 0.087
H -1.5020 -5.7786 1.5083 0.514 0.166 -0.227 0.114
H 0.2678 3.0951 -1.0460 -0.548 -0.258 -0.050 0.100
H 1.3666 5.1857 -1.1054 -0.122 0.447 0.082 0.104
H 1.6015 4.1926 -2.5089 0.245 -0.216 -0.527 0.109
H 3.7205 5.1458 -0.4871 -0.248 -0.186 -0.045 0.032
Cl 2.6117 8.3527 -3.3503 -0.043 0.037 -0.019 0.520
C 2.9805 7.0751 -4.5484 0.009 0.003 0.041 -0.691
C 4.4626 6.8513 -4.6833 0.038 -0.074 0.083 -0.675
Cl 5.2831 8.2458 -5.4511 0.009 0.023 0.007 0.513
H 2.5297 7.3617 -5.4944 0.018 0.083 -0.011 0.065
H 2.4989 6.1673 -4.1986 0.055 -0.027 0.121 0.017
H 4.6469 5.9894 -5.3156 -0.014 -0.002 -0.077 0.022
H 4.9265 6.6772 -3.7170 0.003 0.047 0.031 0.067
Cl 3.5216 5.9401 1.7505 -0.083 0.134 0.388 0.648
C 4.2518 7.3244 2.5978 -0.124 -0.011 -0.002 -0.655
C 5.6380 7.6320 2.0955 0.044 0.128 0.005 -0.666
Cl 6.8095 6.3617 2.5335 0.011 -0.010 -0.011 0.536
H 4.2569 7.1040 3.6622 0.043 -0.052 0.012 0.065
H 3.6040 8.1827 2.4252 0.029 0.032 -0.043 0.069
H 5.9936 8.5585 2.5432 -0.001 -0.001 0.041 0.067
H 5.6513 7.7410 1.0146 -0.004 -0.085 -0.034 0.068
Cl 2.8640 4.0280 -5.8158 -0.059 -0.198 -0.003 0.647
C 2.4060 3.5310 -7.4598 -0.119 -0.029 0.050 -0.648
C 3.5964 3.4761 -8.3783 0.002 -0.083 -0.114 -0.662
Cl 4.2555 5.1005 -8.7140 0.028 0.006 0.023 0.534
H 1.6531 4.2242 -7.8251 0.027 0.064 -0.012 0.068
H 1.9553 2.5433 -7.3806 0.057 -0.044 0.013 0.074
H 3.3039 3.0465 -9.3346 -0.031 0.034 -0.026 0.069
H 4.3941 2.8724 -7.9553 0.039 0.050 0.062 0.069
Cl -8.7065 -4.8192 3.7715 0.008 0.014 0.006 0.540
C -9.6897 -4.3399 2.3621 -0.112 -0.009 0.030 -0.669
C -9.1385 -4.8834 1.0722 0.203 0.118 -0.065 -0.712
Cl -7.5880 -4.1193 0.6337 -0.170 0.088 0.012 0.617
H -9.7421 -3.2552 2.3435 0.082 0.031 0.017 0.069
H -10.6918 -4.7324 2.5270 0.001 -0.042 -0.009 0.051
H -9.8286 -4.6793 0.2630 -0.029 0.090 -0.056 -0.009
H -8.9786 -5.9563 1.1283 0.064 -0.017 0.033 0.059
Cl -11.8023 -6.4170 0.2787 -0.283 -0.149 -0.001 0.608
C -12.3299 -6.7914 -1.3831 -0.102 -0.087 -0.033 -0.642
C -11.1791 -6.7702 -2.3530 0.026 -0.037 -0.091 -0.655
Cl -10.5383 -5.1251 -2.5900 0.027 0.006 0.025 0.566
H -13.0974 -6.0743 -1.6597 0.030 0.082 0.026 0.068
H -12.7759 -7.7838 -1.3609 0.052 -0.039 0.022 0.073
H -11.5143 -7.1265 -3.3251 -0.042 0.022 -0.014 0.072
H -10.3625 -7.4018 -2.0146 0.035 0.032 0.048 0.072
Cl 4.6981 -3.7986 1.6198 0.261 -0.144 0.000 0.644
C 5.6434 -4.2356 0.1785 0.063 0.117 -0.017 -0.643
C 5.0325 -5.3872 -0.5732 0.000 0.004 -0.128 -0.659
Cl 5.1491 -6.9246 0.3304 -0.022 -0.001 -0.004 0.519
H 6.6588 -4.4597 0.4944 -0.007 -0.054 0.042 0.065
H 5.6651 -3.3556 -0.4623 -0.058 0.004 -0.023 0.080
H 5.5612 -5.5331 -1.5130 0.044 -0.011 0.008 0.069
H 3.9837 -5.2049 -0.7891 -0.044 -0.018 0.073 0.068



108
Properties=species:S:1:pos:R:3:forces:R:3:lowdin_spin:R:1 method="wB97M-V/def2-TZVPD" spin_multiplicity=4 total_charge=+1 homo_lumo_gap_ev="5.03 / 5.81" s2=3.763 homo_energy_ev="-9.976 / -10.760" lumo_energy_ha="-0.1819 / -0.1819"
O 1.6598 -2.7608 -1.4486 0.203 0.442 -0.070 0.000
C 2.2676 -2.2441 -2.3418 -0.450 -0.730 0.612 0.000
O 3.5481 -1.8093 -2.1675 -0.662 -0.546 -0.766 0.000
C 1.5103 -2.0440 -3.6791 -0.159 1.252 0.233 0.000
C 0.1730 -1.3848 -3.3208 1.775 -1.150 -0.527 0.000
C -0.9854 -2.1027 -3.2480 -0.610 0.092 0.142 0.000
C -2.1511 -1.4366 -2.8847 -0.009 -1.178 -0.247 0.000
C -3.4934 -2.1640 -2.7320 -0.810 1.016 0.682 0.000
O -4.4493 -1.5064 -2.4056 0.749 -0.778 -0.585 0.000
O -3.5636 -3.4894 -2.9337 0.335 0.576 0.141 0.000
C -2.1021 -0.0745 -2.6555 -1.246 0.097 0.258 0.000
C -0.9270 0.5908 -2.7522 0.762 1.080 0.090 0.001
N 0.1942 -0.0776 -3.0636 -0.319 -0.003 -0.024 0.000
H 4.0724 -2.1714 -2.8999 0.264 0.468 -0.011 0.000
H 2.0087 -1.3513 -4.3690 0.212 -0.410 0.023 0.000
H 1.3220 -3.0029 -4.1645 0.180 0.109 0.101 0.000
H -0.9468 -3.1620 -3.4765 0.012 0.156 0.035 0.000
H -2.6876 -3.8904 -2.8704 -0.101 -0.178 -0.130 0.000
H -3.0129 0.4576 -2.3976 0.116 -0.089 -0.024 0.000
H -0.8141 1.6594 -2.5940 -0.007 -0.174 0.134 0.000
H 1.0815 0.4149 -3.1098 -0.109 0.170 0.104 0.000
C -8.8796 0.1129 1.5303 0.087 -0.292 -0.059 0.002
C -9.0695 1.3952 0.6816 -0.485 -1.118 1.631 0.026
C -10.3183 1.2554 -0.1969 -0.009 0.033 -0.554 0.014
C -10.1310 0.3038 -1.3761 0.060 -0.006 0.031 0.001
C -8.8943 0.6813 -2.1880 -0.522 0.274 0.112 0.014
C -7.6308 0.8052 -1.3317 1.031 -1.743 -0.428 0.027
N -7.8417 1.6585 -0.1278 -1.545 1.556 -1.536 0.348
O -7.8571 2.9031 -0.5081 0.673 -0.010 0.445 0.560
C -7.1523 -0.5995 -0.9170 -0.251 -0.253 0.253 0.002
C -6.4938 1.3416 -2.2055 0.022 0.682 0.069 -0.001
C -9.3167 2.5039 1.7064 0.302 0.609 -0.278 -0.001
H -9.3773 0.2013 2.4957 -0.084 0.150 -0.081 0.000
H -9.2984 -0.7764 1.0593 0.110 -0.003 -0.058 0.000
H -7.8268 -0.0727 1.7450 0.000 0.024 -0.064 0.002
H -10.6048 2.2373 -0.5868 0.149 0.058 0.051 0.003
H -11.1569 0.9144 0.4147 0.121 0.030 0.155 0.001
H -10.0581 -0.7311 -1.0303 0.031 0.017 0.024 0.000
H -11.0128 0.3446 -2.0188 0.007 -0.018 0.018 0.001
H -8.7354 -0.0593 -2.9754 0.194 -0.008 0.062 0.001
H -9.0888 1.6307 -2.6980 0.106 0.069 0.115 0.003
H -6.3074 -0.5358 -0.2281 -0.028 0.043 0.006 0.001
H -6.8189 -1.1622 -1.7866 -0.011 0.164 -0.087 0.000
H -7.9248 -1.2071 -0.4514 -0.006 0.098 0.092 0.000
H -6.7406 2.2952 -2.6709 -0.021 0.045 0.166 -0.001
H -6.2763 0.6392 -3.0106 -0.129 -0.154 0.114 0.000
H -5.5811 1.4721 -1.6175 -0.047 0.026 0.038 0.000
H -8.4490 2.6377 2.3558 0.004 -0.008 -0.033 0.000
H -10.1694 2.2475 2.3347 0.024 -0.210 -0.082 0.000
H -9.5471 3.4615 1.2414 0.155 -0.034 -0.082 -0.001
C 4.2865 2.3901 0.1309 0.069 -0.205 0.186 0.003
C 2.9628 3.1038 -0.2433 2.100 -0.133 -0.182 0.027
C 2.7578 4.3240 0.6626 -0.502 0.087 0.329 0.016
C 2.3567 3.9625 2.0895 0.045 -0.076 -0.002 0.001
C 1.1480 3.0321 2.0993 0.097 0.631 -0.262 0.015
C 1.3357 1.7943 1.2177 0.183 -1.533 1.368 0.028
N 1.8202 2.1400 -0.1580 -1.544 2.249 0.377 0.374
O 0.8217 2.6196 -0.8416 0.016 -0.860 -0.696 0.523
C 2.3177 0.8207 1.8828 0.491 0.005 -0.003 0.002
C 0.0145 1.0199 1.1755 -0.287 0.256 -0.711 -0.001
C 3.1792 3.5931 -1.6772 -0.718 -0.047 -0.309 -0.001
H 5.1207 2.7722 -0.4572 -0.121 0.143 -0.041 0.000
H 4.5670 2.5325 1.1738 -0.075 -0.098 0.016 0.000
H 4.2361 1.3183 -0.0701 -0.050 0.010 0.042 0.002
H 1.9844 4.9719 0.2372 -0.038 -0.120 -0.099 0.002
H 3.6740 4.9180 0.6841 0.071 -0.132 -0.164 0.001
H 3.1944 3.5022 2.6202 -0.003 -0.015 -0.023 0.000
H 2.1162 4.8736 2.6401 0.028 -0.014 -0.003 0.001
H 0.9351 2.7246 3.1248 -0.014 -0.217 -0.082 0.001
H 0.2711 3.5948 1.7621 0.011 -0.086 -0.129 0.002
H 2.5310 -0.0137 1.2112 0.012 0.003 0.027 0.001
H 1.9071 0.4059 2.8032 -0.200 0.082 -0.075 0.000
H 3.2612 1.2821 2.1645 0.016 -0.025 -0.080 0.000
H -0.8163 1.6309 0.8215 0.085 0.029 -0.078 -0.001
H -0.2494 0.6726 2.1729 0.187 0.038 0.046 0.000
H 0.0974 0.1416 0.5279 0.030 -0.010 0.025 0.000
H 3.3321 2.7524 -2.3603 0.030 -0.004 0.023 0.000
H 4.0630 4.2272 -1.7260 0.054 -0.095 0.181 0.000
H 2.3462 4.1896 -2.0481 -0.074 -0.122 0.051 -0.001
C 6.3121 -3.4982 0.0008 0.281 0.071 -0.140 0.002
C 5.5164 -2.9052 1.1920 0.129 -0.738 -1.959 0.026
C 5.3080 -1.4033 0.9850 0.294 0.534 0.350 0.014
C 6.5765 -0.5801 1.2072 -0.020 -0.035 0.045 0.001
C 7.2030 -0.9007 2.5630 -0.541 0.249 -0.197 0.014
C 7.4354 -2.3985 2.7791 2.083 -0.208 -0.202 0.026
N 6.2220 -3.2087 2.4693 -1.463 2.000 1.073 0.346
O 5.3748 -3.0698 3.4467 0.139 -0.749 0.037 0.563
C 8.6260 -2.8635 1.9171 -0.022 -0.017 -0.392 0.002
C 7.9078 -2.6244 4.2177 -0.576 -0.166 0.332 -0.001
C 4.1512 -3.5781 1.1105 -0.365 -0.196 0.681 -0.001
H 5.6419 -3.8525 -0.7841 -0.141 0.074 0.108 0.000
H 6.9729 -2.7728 -0.4747 0.090 -0.038 0.099 0.000
H 6.9068 -4.3590 0.3058 0.008 0.044 0.047 0.002
H 4.5320 -1.0461 1.6694 0.067 -0.140 0.139 0.002
H 4.9244 -1.2139 -0.0212 -0.005 -0.250 -0.032 0.001
H 7.2967 -0.7558 0.4028 -0.007 -0.044 0.012 0.000
H 6.3316 0.4844 1.1643 0.023 -0.013 -0.019 0.001
H 8.1480 -0.3627 2.6636 0.079 -0.176 0.061 0.001
H 6.5468 -0.5130 3.3496 -0.035 -0.160 0.032 0.003
H 8.7526 -3.9456 1.9788 -0.052 0.013 0.015 0.001
H 9.5510 -2.4065 2.2691 -0.096 0.043 0.140 0.000
H 8.5413 -2.5903 0.8675 -0.053 -0.056 0.003 0.000
H 7.2064 -2.2320 4.9527 -0.094 -0.098 -0.077 -0.001
H 8.8594 -2.1203 4.3842 0.008 0.027 -0.207 0.000
H 8.0536 -3.6875 4.4170 -0.039 0.012 -0.013 0.000
H 4.2250 -4.6594 1.2458 0.054 0.028 0.037 0.000
H 3.7140 -3.3906 0.1306 0.154 0.050 -0.039 0.000
H 3.4450 -3.1920 1.8455 0.141 -0.045 0.121 -0.001